{
  "formula": "C5H2ClFO",
  "method": "wB97M-V/def2-TZVPD",
  "species": ["O", "C", "C", "C", "F", "C", "Cl", "C", "H", "H"],
  "xyz": [[1.281, -1.677, 1.318], [0.563, -0.958, 0.636], [-0.870, -0.577, 0.804], [-0.973, 0.455, -0.014], [-2.012, 1.312, -0.115], [0.169, 0.643, -0.892], [0.178, 1.956, -1.923], [1.165, -0.178, -0.488], [-1.668, -0.818, 1.581], [2.167, -0.158, -0.907]],
  "atomic_forces_ev_per_a": [[-1.5, 0.5, -0.4], [2.2, -1.7, 1.0], [-1.2, 0.1, 1.5], [-2.2, 0.6, -0.1], [0.7, -0.8, 0.1], [1.7, -0.3, 0.8], [0.2, 0.6, -0.9], [-1.4, 1.4, -1.4], [1.7, 0.0, -1.1], [-0.2, -0.4, 0.5]],
  "nbo_charge": [-0.471, 0.522, -0.393, 0.421, -0.297, -0.114, 0.099, -0.275, 0.261, 0.248],
  "e_lumo_ev": -1.1
}

***

{
  "formula": "C5H2F2N4O2",
  "method": "wB97M-V/def2-TZVPD",
  "species": ["C", "C", "C", "C", "C", "N", "N", "N", "N", "O", "O", "F", "F", "H", "H"],
  "xyz": [[2.168, -1.263, 1.051], [-2.603, 0.915, -1.109], [1.432, -0.609, 0.097], [-1.693, 0.389, -0.193], [0.259, -1.182, -0.423], [1.965, 0.577, -0.147], [-1.513, 1.261, 0.795], [3.026, 0.679, 0.527], [-2.181, 2.295, 0.532], [3.185, -0.426, 1.365], [-2.827, 2.165, -0.614], [0.074, -1.358, -1.709], [-0.242, -2.168, 0.297], [2.006, -2.104, 1.688], [-3.055, 0.826, -2.157]],
  "atomic_forces_ev_per_a": [[0.7, 1.9, 0.5], [1.0, 0.7, -0.5], [0.1, -2.3, 1.6], [0.9, -2.4, -2.4], [-4.9, 1.2, -0.4], [1.9, 1.0, -0.3], [0.2, 0.2, 0.1], [0.0, 1.2, 0.1], [0.2, 1.7, 1.7], [-1.2, -0.9, -1.0], [-1.1, -0.7, -1.0], [0.6, -0.3, 0.0], [0.5, -0.4, -0.3], [0.1, -0.5, -0.1], [1.0, -0.5, 2.0]],
  "nbo_charge": [0.170, -0.030, -0.166, -0.009, 0.862, -0.142, -0.296, 0.130, 0.089, -0.256, -0.256, -0.284, -0.298, 0.241, 0.244],
  "e_lumo_ev": [-1.1, -1.4]
}

***

{
  "formula": "C5H2IN",
  "method": "wB97M-V/def2-TZVPD",
  "species": ["C", "C", "C", "N", "H", "C", "C", "I", "H"],
  "xyz": [[-1.698, -0.551, -1.119], [-1.625, -0.134, 0.017], [-1.460, 0.000, 1.419], [-1.260, 0.077, 2.552], [-2.000, -0.817, -2.099], [2.410, -0.217, 0.300], [1.820, 0.596, -0.368], [0.783, 1.905, -1.578], [3.030, -0.859, 0.877]],
  "atomic_forces_ev_per_a": [[-0.6, 0.8, 1.6], [0.1, -1.1, 0.3], [0.2, 0.1, -1.2], [-0.2, 0.0, -0.3], [0.3, -0.1, -0.3], [-0.3, 0.8, -0.5], [-0.4, 0.2, -0.5], [1.0, -0.7, 0.8], [-0.1, -0.1, 0.1]],
  "nbo_charge": [-0.093, -0.132, 0.223, -0.248, 0.246, -0.245, -0.278, 0.282, 0.246],
  "e_lumo_ev": 0.0
}

***

{
  "formula": "C5H2N2O",
  "method": "wB97M-V/def2-TZVPD",
  "species": ["N", "C", "C", "N", "C", "O", "C", "C", "H", "H"],
  "xyz": [[3.394, -0.474, 0.374], [2.151, -0.810, -0.011], [0.752, -0.660, -0.268], [-0.267, -1.491, -0.258], [-1.637, -0.506, 0.158], [-2.727, -0.995, 0.227], [-1.134, 0.822, 0.115], [0.293, 0.848, -0.215], [-1.668, 1.629, 0.088], [0.843, 1.638, -0.210]],
  "atomic_forces_ev_per_a": [[-12.2, -3.5, -3.8], [12.1, 3.0, 3.3], [-3.9, 0.8, 0.7], [1.3, 1.9, 1.1], [0.2, -2.9, -2.2], [2.0, 0.7, 0.4], [8.8, -2.7, -1.5], [-8.7, -6.7, 2.1], [-3.3, 4.5, 0.3], [3.5, 4.8, -0.4]],
  "nbo_charge": [-0.234, 0.235, 0.045, -0.351, 0.669, -0.427, -0.318, -0.039, 0.222, 0.197],
  "e_lumo_ev": -2.4
}

***

{
  "formula": "C5H2N2O3",
  "method": "wB97M-V/def2-TZVPD",
  "species": ["C", "C", "C", "C", "C", "N", "N", "O", "O", "O", "H", "H"],
  "xyz": [[3.009, 0.669, -0.400], [-1.684, 0.526, -0.343], [-1.828, -0.505, 0.460], [-0.178, 0.621, -0.377], [-0.524, -1.404, 0.643], [3.270, 1.298, -1.360], [0.337, -0.590, 0.000], [0.504, 1.619, -0.571], [-0.498, -2.448, 1.185], [2.617, 0.109, 0.577], [-2.370, 1.196, -0.748], [-2.654, -1.090, 0.933]],
  "atomic_forces_ev_per_a": [[-0.6, 0.5, -0.1], [1.9, -0.9, 1.0], [-1.7, -3.0, 0.8], [0.7, 2.6, -0.6], [-0.8, 2.1, 0.3], [0.7, 0.5, -1.1], [2.8, 0.0, -0.4], [-1.2, -1.5, -0.1], [0.2, -0.7, 0.3], [-1.4, -1.7, 1.0], [-0.9, 1.1, -0.4], [0.2, 1.0, -0.8]],
  "nbo_charge": [0.582, -0.251, -0.181, 0.610, 0.619, -0.266, -0.318, -0.509, -0.448, -0.337, 0.248, 0.250],
  "e_lumo_ev": [-5.2, -5.2]
}

***

{
  "formula": "C5H2O",
  "method": "wB97M-V/def2-TZVPD",
  "species": ["C", "C", "C", "C", "C", "O", "H", "H"],
  "xyz": [[-2.203, -1.274, -0.252], [0.527, 0.358, -0.218], [0.683, 0.928, 1.087], [0.096, -0.444, -1.132], [-1.100, -0.830, -0.494], [1.205, 1.995, 1.304], [0.460, 0.074, 1.727], [0.331, -0.807, -2.022]],
  "atomic_forces_ev_per_a": [[-3.8, -1.4, 1.1], [-1.8, -0.6, -0.7], [1.6, 0.1, -0.6], [-1.0, 1.2, 2.5], [4.3, 2.1, -0.2], [-0.7, -0.6, 0.4], [-0.3, 0.5, 1.4], [1.7, -1.2, -3.8]],
  "nbo_charge": [0.082, 0.240, 0.301, -0.167, -0.445, -0.436, 0.178, 0.247],
  "e_lumo_ev": [-2.7, -2.7]
}

***

{
  "formula": "C5H30N2O10",
  "method": "wB97M-V/def2-TZVPD",
  "species": ["C", "N", "C", "C", "C", "N", "C", "O", "H", "H", "H", "H", "H", "H", "H", "H", "H", "H", "H", "H", "O", "H", "H", "O", "H", "H", "O", "H", "H", "O", "H", "H", "O", "H", "H", "O", "H", "H", "O", "H", "H", "O", "H", "H", "O", "H", "H"],
  "xyz": [[-0.045, 3.635, -0.422], [-0.619, 2.507, -0.596], [-1.510, 1.933, 0.313], [-0.768, 0.894, 1.200], [-0.767, -0.477, 0.531], [-2.041, -1.156, 0.665], [0.398, -1.285, 1.198], [0.955, -2.253, 0.251], [-0.159, 4.226, 0.471], [0.634, 4.086, -1.260], [-2.416, 1.405, -0.201], [-2.046, 2.735, 1.003], [0.249, 1.299, 1.476], [-1.252, 0.910, 2.221], [-0.397, -0.399, -0.510], [-1.903, -2.234, 0.516], [-2.489, -0.882, 1.478], [1.295, -0.690, 1.566], [-0.061, -1.971, 2.015], [0.232, -2.639, -0.408], [3.252, 0.610, 1.819], [3.331, -0.149, 1.158], [2.787, 1.266, 1.382], [-0.196, 2.044, -3.415], [0.536, 1.433, -2.983], [-0.620, 2.421, -2.635], [1.085, 0.264, 3.819], [1.646, 0.603, 3.136], [1.536, -0.329, 4.370], [-2.330, -0.120, -2.103], [-2.478, -0.474, -1.170], [-1.515, 0.344, -2.080], [2.456, 0.143, -2.909], [2.477, 0.517, -3.797], [3.418, 0.180, -2.578], [-1.592, 0.382, 4.050], [-0.632, 0.628, 3.916], [-1.827, 0.916, 4.680], [-0.725, -3.631, -1.330], [-1.181, -3.204, -2.069], [-1.248, -4.351, -0.931], [-1.460, -2.308, -3.373], [-0.764, -1.810, -3.721], [-2.115, -1.604, -2.967], [2.987, -0.766, -0.538], [2.162, -1.314, -0.461], [3.717, -1.337, -0.777]],
  "atomic_forces_ev_per_a": [[0.5, -0.7, -1.8], [1.2, 1.7, -1.7], [-2.9, 0.3, 2.6], [-0.7, 1.3, 0.8], [2.8, -0.2, 1.6], [1.3, -2.5, -3.5], [-0.2, -2.2, 0.3], [-1.4, 0.1, -1.2], [-0.3, 0.3, 0.5], [-1.2, -1.1, 1.6], [1.8, 1.0, 0.6], [1.2, -1.2, -1.1], [-0.7, -0.6, -0.9], [0.1, -0.5, -1.6], [-0.6, 0.1, 0.2], [-0.6, 2.9, 0.8], [-1.0, 0.0, 2.0], [-1.5, -0.8, -0.5], [0.9, 1.6, -0.7], [1.5, 0.6, 1.7], [1.5, -3.0, 1.2], [-0.3, 1.4, 0.5], [-1.2, 2.1, -1.8], [2.2, -2.1, 0.9], [-2.0, 1.9, -1.2], [0.0, -0.1, 0.2], [-2.0, 1.4, -0.3], [1.2, -0.1, -0.4], [1.2, -1.2, 0.9], [-1.9, -1.3, 1.2], [0.2, 0.5, -1.0], [1.2, 0.9, -0.1], [1.9, 0.3, 0.2], [0.1, 0.0, -0.1], [-2.5, 0.0, -0.6], [3.2, -4.0, -5.3], [-0.9, -0.9, 0.2], [-2.6, 4.7, 5.8], [0.2, -1.0, 1.6], [-0.3, 0.1, -0.9], [0.3, 0.6, -0.5], [-3.5, 0.1, 1.4], [1.7, 1.2, -0.8], [1.8, -1.1, -1.0], [0.2, 0.3, 0.5], [0.4, -0.3, 0.0], [-0.1, -0.4, 0.0]],
  "nbo_charge": [-0.041, -0.458, -0.255, -0.450, -0.096, -0.878, -0.082, -0.815, 0.152, 0.190, 0.225, 0.169, 0.198, 0.268, 0.188, 0.390, 0.387, 0.199, 0.176, 0.515, -0.983, 0.513, 0.462, -0.976, 0.480, 0.485, -0.971, 0.503, 0.489, -0.975, 0.506, 0.484, -0.956, 0.467, 0.490, -0.954, 0.497, 0.450, -0.988, 0.512, 0.483, -0.985, 0.480, 0.518, -1.003, 0.516, 0.473],
  "e_lumo_ev": 0.4
}

***

{
  "formula": "C5H30N2O10",
  "method": "wB97M-V/def2-TZVPD",
  "species": ["C", "N", "C", "O", "C", "C", "N", "C", "H", "H", "H", "H", "H", "H", "H", "H", "H", "H", "H", "H", "O", "H", "H", "O", "H", "H", "O", "H", "H", "O", "H", "H", "O", "H", "H", "O", "H", "H", "O", "H", "H", "O", "H", "H", "O", "H", "H"],
  "xyz": [[-3.508, -2.251, -0.989], [-2.476, -1.213, -1.194], [-1.720, -0.649, -0.224], [-0.917, 0.202, -0.628], [-1.609, -1.210, 1.186], [-2.833, -0.607, 1.946], [-0.270, -0.881, 1.692], [-0.099, -1.241, 3.094], [-4.346, -2.068, -1.664], [-3.886, -2.228, 0.051], [-3.064, -3.273, -0.941], [-2.072, -1.011, -2.120], [-1.669, -2.267, 1.085], [-2.533, -0.122, 2.889], [-3.466, -1.359, 2.371], [-3.583, 0.069, 1.526], [-0.071, 0.141, 1.612], [-0.261, -2.342, 2.979], [0.984, -1.203, 3.470], [-0.784, -0.890, 3.918], [-2.136, 2.449, 1.524], [-1.517, 2.192, 0.776], [-1.450, 2.934, 2.070], [-0.060, -1.792, -2.844], [-0.041, -1.305, -2.027], [0.437, -1.189, -3.388], [0.102, 3.218, 2.813], [0.650, 3.423, 2.045], [0.750, 2.874, 3.414], [0.771, 1.915, -1.531], [1.644, 1.488, -1.588], [0.119, 1.328, -1.107], [2.308, -3.372, -1.214], [1.950, -2.769, -0.584], [2.385, -2.880, -2.023], [3.708, 0.525, 1.434], [3.634, 1.452, 1.533], [2.956, 0.197, 1.917], [1.845, 2.883, 0.461], [2.233, 3.569, -0.075], [1.056, 2.490, -0.020], [1.370, 0.318, -3.916], [2.280, 0.138, -3.939], [1.122, 1.179, -3.479], [2.816, 0.169, -1.222], [2.537, -0.718, -1.069], [3.161, 0.402, -0.353]],
  "atomic_forces_ev_per_a": [[1.0, -0.2, 1.3], [-0.6, -0.4, 0.9], [1.3, -0.8, -1.7], [-0.1, 0.3, 0.8], [-0.9, 2.5, -0.5], [-0.2, -0.1, 2.0], [0.2, 2.2, 0.6], [0.8, -2.6, 0.6], [0.3, -0.5, 0.0], [0.0, 0.8, -0.5], [-0.4, 0.5, -1.1], [-0.8, -0.3, 0.5], [-0.2, -1.0, 0.3], [0.4, 0.2, -0.6], [-0.3, -1.2, 0.0], [0.9, 0.1, -0.9], [-0.6, -1.0, -0.4], [0.0, 0.4, 1.0], [-1.4, 0.5, -0.8], [0.5, 0.2, -1.1], [2.4, 0.3, -0.9], [-1.5, 0.1, 0.9], [-1.3, -0.7, -0.2], [-0.4, -0.8, 0.1], [-0.1, 0.3, 0.9], [0.5, 0.7, -1.0], [0.1, 0.4, -0.2], [0.2, 0.1, -0.5], [0.2, -0.3, 0.8], [-0.4, 0.9, -0.9], [-0.5, -0.6, 0.5], [0.3, -0.6, -0.6], [0.6, -0.9, 0.0], [-0.6, 0.5, 0.7], [-0.2, 0.2, -0.7], [0.5, -1.3, -0.3], [-0.1, 1.7, 0.0], [-0.5, -0.4, 0.3], [-0.5, -0.4, 1.7], [-0.2, 0.2, -0.5], [1.5, 0.9, -0.3], [-2.7, 1.0, 0.0], [1.9, 0.3, 0.3], [0.8, -1.3, -0.4], [0.4, 0.8, -0.4], [-0.5, -1.1, -0.2], [0.4, 0.3, 0.5]],
  "nbo_charge": [-0.430, -0.604, 0.734, -0.748, -0.143, -0.667, -0.619, -0.436, 0.225, 0.211, 0.207, 0.439, 0.212, 0.237, 0.211, 0.248, 0.370, 0.193, 0.201, 0.185, -0.970, 0.455, 0.494, -0.969, 0.460, 0.496, -0.967, 0.501, 0.478, -1.016, 0.507, 0.511, -0.926, 0.458, 0.472, -0.938, 0.487, 0.474, -1.028, 0.482, 0.505, -0.986, 0.483, 0.514, -0.971, 0.467, 0.503],
  "e_lumo_ev": 0.1
}

***

Computed relative energy (zero: lowest compared OMol25 entry of this formula, charge and spin), in the same sequence as the records: 0.278; 0.603; 0.338; 3.435; 6.780; 4.595; 4.189; 2.587 eV.
Computed max |F|, in the same sequence as the records: 2.94; 5.01; 1.89; 13.26; 3.57; 4.77; 7.91; 2.88 eV/A.